(1)
DFT (ωB97M-V/def2-TZVPD) results for an isolated molecule of C25H42BrI2N4O5P.

Geometry as XYZ:
```
80
Properties=species:S:1:pos:R:3:forces:R:3
C -3.942497 1.537341 3.490261 -0.01 0.23 -0.18
C -4.497772 1.216952 2.090790 -0.22 -0.08 -0.02
P -3.394328 0.119319 1.083114 0.36 0.25 0.21
C -4.564777 -1.206560 0.623697 -0.13 -0.41 -0.03
C -3.898388 -2.378964 -0.123696 -0.10 0.28 -0.11
C -3.157183 1.177909 -0.467774 -0.51 -0.40 -0.52
Br -4.193722 0.524424 -2.030783 0.00 0.20 0.06
O -1.818988 1.150832 -0.880075 0.19 -0.13 0.39
C -1.021575 2.274922 -0.654477 0.02 0.01 -0.46
I -1.278370 3.031939 1.408981 0.12 0.02 0.07
C -1.449650 3.443618 -1.590840 -0.03 0.43 0.23
N -2.323659 4.476782 -1.044300 -0.22 -0.15 -0.43
C -1.977935 5.843727 -1.434657 -0.05 0.03 0.19
C 0.474522 1.780403 -0.830394 -0.01 -0.16 0.56
C 0.755830 0.662887 0.225341 0.02 -0.29 -0.22
C 0.248848 -0.759673 -0.088808 -0.10 -0.03 0.35
C 1.360962 -1.805156 -0.122463 -0.03 0.05 0.52
N 1.658859 -2.283078 1.242349 0.42 0.08 -0.31
C 2.533934 -3.453578 1.198908 -0.37 -0.04 0.07
C 2.987294 -3.904472 2.562895 0.06 0.15 0.08
C 3.073191 -3.046454 3.656384 -0.03 -0.04 -0.04
C 3.470422 -3.503917 4.903287 0.00 -0.05 0.05
C 3.787858 -4.841015 5.081493 0.00 -0.10 -0.10
C 3.726503 -5.709009 4.000937 -0.05 0.08 0.08
C 3.340385 -5.237320 2.757683 0.10 0.01 0.06
O 3.266082 -6.132030 1.701220 -0.01 -0.07 -0.01
C 1.396037 3.011609 -0.553840 0.07 0.23 -0.11
O 2.054784 2.987603 0.715167 -0.04 -0.05 0.03
N 3.401206 2.645346 0.564138 -0.09 -0.04 -0.14
O 3.922737 2.541297 1.599660 0.11 0.03 0.15
N 0.785811 1.164785 -2.150559 -0.14 0.14 0.06
C 0.298921 1.719552 -3.416062 0.04 0.08 -0.18
C -0.982590 1.077520 -3.929254 0.02 -0.24 -0.27
O -0.963055 0.320319 -4.868559 -0.01 0.18 0.11
C 2.212036 0.878741 -2.290271 0.21 0.07 -0.34
C 2.562415 -0.439581 -3.041712 -0.18 0.02 -0.06
C 1.404159 -1.356597 -3.445018 0.22 -0.28 -0.07
I 3.788301 0.035672 -4.766625 0.02 -0.04 0.02
H -4.698220 1.370566 4.255308 0.04 -0.07 0.07
H -3.644888 2.583167 3.555610 0.03 0.01 0.02
H -3.058675 0.941436 3.713832 -0.04 -0.09 0.10
H -5.450807 0.693707 2.188479 -0.02 -0.01 -0.04
H -4.720574 2.128007 1.534352 0.02 0.06 0.03
H -5.452431 -0.850126 0.099991 0.04 0.11 -0.03
H -4.917663 -1.558667 1.597653 0.05 0.05 0.06
H -2.816142 -2.253642 -0.170460 0.06 -0.10 0.06
H -4.118439 -3.325503 0.363744 0.05 -0.07 -0.01
H -4.253333 -2.429383 -1.151143 0.00 -0.04 -0.01
H -3.543443 2.186978 -0.345339 0.18 0.06 0.19
H -0.547385 3.937567 -1.941693 0.02 0.02 -0.05
H -1.937407 2.992155 -2.450683 0.12 -0.16 -0.13
H -3.268598 4.295131 -1.350938 -0.05 -0.05 0.07
H -1.379291 6.322740 -0.657971 0.15 -0.03 -0.04
H -1.444679 5.897786 -2.388490 0.05 0.00 -0.03
H -2.887502 6.432841 -1.542061 -0.02 -0.01 0.05
H 1.833776 0.590497 0.378061 0.01 0.12 0.00
H 0.362845 0.971264 1.183663 0.03 0.15 0.10
H -0.363619 -0.798349 -0.982946 0.14 0.10 -0.16
H -0.395308 -1.063978 0.738241 -0.17 0.00 -0.09
H 2.274782 -1.373404 -0.554213 -0.04 -0.17 -0.29
H 1.061010 -2.670627 -0.712784 -0.01 -0.01 -0.05
H 2.181949 -1.538754 1.693939 -0.19 0.07 0.15
H 1.961346 -4.274036 0.762986 0.04 0.01 -0.10
H 3.401672 -3.292176 0.540045 0.11 -0.03 0.01
H 2.813567 -2.001765 3.553403 -0.05 0.01 -0.03
H 3.518063 -2.817587 5.737481 0.00 0.02 0.01
H 4.082162 -5.220523 6.050435 0.01 0.05 0.04
H 3.967242 -6.757183 4.109474 0.01 -0.04 -0.02
H 4.062389 -6.049025 1.168209 -0.01 -0.01 -0.09
H 2.167042 3.088343 -1.318657 0.01 -0.04 -0.05
H 0.842783 3.948182 -0.567327 -0.03 -0.03 0.09
H 0.225088 2.811117 -3.415759 -0.10 0.06 0.02
H 1.018630 1.483321 -4.201442 0.10 -0.07 0.11
H -1.941453 1.302281 -3.449968 -0.04 0.02 0.18
H 2.709949 0.851910 -1.325785 -0.18 -0.12 0.09
H 2.696752 1.705675 -2.819969 0.05 0.01 0.02
H 3.255441 -1.003079 -2.426980 0.10 0.07 -0.03
H 1.558858 -2.343748 -3.008448 -0.02 0.01 0.02
H 1.347255 -1.500836 -4.520187 -0.11 0.12 -0.02
H 0.450650 -0.978378 -3.097797 -0.02 0.03 0.07
```
Forces are in eV/Å.

Net charge = 0
Total energy = -138331.0640 eV
Gap between HOMO and LUMO = 8.65 eV
Structure (SMILES) = CCP(CC)[C@H](Br)O[C@](I)(CNC)[C@](CCCNCc1ccccc1O)(CON=O)N(CC=O)C[C@@H](C)I
Highest occupied orbital energy = -8.6 eV
LUMO level = 0.0009 hartree

(2)
DFT (ωB97M-V/def2-TZVPD) results for a structure of composition C25H42BrIrNOP2 at a distorted geometry.

Geometry as XYZ:
```
73
Properties=species:S:1:pos:R:3:forces:R:3
N 1.955760 10.022677 0.691181 0.02 -4.41 0.56
C 3.105666 9.382580 0.903882 1.07 1.48 0.06
C 3.157571 7.998778 1.103346 -0.99 -0.07 -0.17
C 1.970787 7.234953 0.991429 -0.28 1.25 -0.19
C 0.762343 7.939806 0.787364 1.01 0.42 -0.09
C 0.812229 9.339533 0.653597 -1.26 1.24 -0.36
C 2.024392 5.784360 1.057399 0.49 -0.12 0.27
Ir 0.827560 -1.065796 1.968959 2.13 -0.36 -3.41
P -0.266555 -4.966436 -3.818275 0.47 3.16 2.55
C 1.107456 4.926058 0.529690 -0.33 -0.66 -0.31
C 1.241006 3.488027 0.596105 -0.05 0.83 0.23
C 0.439355 2.621810 -0.186427 -0.64 -1.30 -0.54
C 0.464849 1.238008 0.014352 -0.25 1.75 -0.78
C 1.247833 0.737182 1.057172 -0.16 -1.49 0.95
C 2.245905 1.523381 1.641655 0.30 1.73 0.13
C 2.185575 2.902210 1.468128 0.90 -1.37 0.61
Br 1.029473 -2.509948 -0.089770 0.16 0.13 0.53
H 2.930902 5.389739 1.517085 -0.21 0.11 -0.13
H 0.238569 5.311376 -0.008730 0.26 -0.08 0.05
H 4.115903 7.528699 1.305621 -0.04 0.26 -0.13
H -0.201314 7.434277 0.742581 0.17 0.39 0.02
H 4.021461 9.978288 0.912276 -0.14 -0.07 0.02
H -0.105283 9.919243 0.505183 0.19 -0.15 0.08
H -0.210413 3.048853 -0.950933 0.11 -0.12 0.16
H 2.853829 3.540967 2.036981 0.00 -0.28 -0.08
H -0.102721 0.548412 -0.610513 -0.07 0.38 0.18
H 3.020086 1.064999 2.251482 -0.22 0.27 0.10
P -1.280663 -1.038889 1.695795 -3.68 0.34 1.13
C 1.302696 -4.000376 -3.948715 0.55 -1.07 -0.65
C 1.834257 -4.003435 -5.384177 0.28 0.21 -0.25
H 2.018138 -4.477852 -3.264639 -0.15 0.03 -0.19
H 1.105907 -2.981628 -3.586824 -0.29 -0.29 0.01
H 2.890821 -3.721588 -5.395177 -0.18 -0.03 -0.04
H 1.745771 -4.995836 -5.838988 0.14 0.21 0.05
H 1.295739 -3.288171 -6.013376 0.03 -0.16 0.06
C -1.515917 -3.604001 -3.870088 -0.32 -0.46 -1.21
C -2.863614 -4.142937 -4.352273 -0.46 0.11 -0.03
H -1.130825 -2.837574 -4.557697 -0.07 -0.25 0.10
H -1.587936 -3.164208 -2.865170 0.29 -0.29 -0.10
H -3.501501 -3.325413 -4.701070 0.06 -0.18 0.08
H -2.730625 -4.842492 -5.185136 -0.15 0.20 0.11
H -3.395997 -4.662598 -3.548849 0.08 0.00 -0.17
C -0.314036 -5.390793 -2.024827 -0.56 -1.19 -0.21
C 0.195737 -6.807139 -1.758144 0.14 -0.25 0.34
H -1.365998 -5.298169 -1.714258 0.24 -0.06 -0.14
H 0.272514 -4.637834 -1.473408 -0.14 -0.11 -0.57
H -0.078954 -7.114828 -0.743313 0.09 -0.01 -0.22
H -0.242611 -7.525091 -2.461187 0.10 0.09 0.26
H 1.287156 -6.864115 -1.835332 -0.20 -0.03 -0.07
C -1.749520 -2.491854 2.732262 0.33 -0.10 -0.31
C -2.503643 -2.242473 4.035735 -0.10 0.06 0.27
H -0.795812 -3.002786 2.942356 -0.19 -0.30 0.04
H -2.316886 -3.137867 2.051837 0.20 -0.11 0.22
H -1.888184 -1.715135 4.773283 -0.13 -0.13 -0.15
H -3.423228 -1.667909 3.884454 0.12 -0.19 0.00
H -2.783998 -3.206574 4.479515 0.08 0.26 -0.15
C -2.196218 -1.193602 0.139887 0.05 -0.18 -0.81
C -3.091333 -0.023352 -0.270497 -0.20 0.19 0.04
H -2.794620 -2.114580 0.239596 0.20 0.32 -0.04
H -1.442925 -1.398095 -0.636398 -0.26 0.03 0.19
H -3.943577 0.083329 0.410418 0.18 0.05 -0.16
H -2.550312 0.930010 -0.305212 -0.10 -0.18 0.03
H -3.490711 -0.203966 -1.277096 0.08 0.00 0.30
C -1.763472 0.412699 2.669723 -0.69 -0.05 -0.72
C -0.690656 0.660702 3.722052 -0.39 0.58 0.69
H -2.749887 0.202140 3.098242 0.18 0.37 0.00
H -1.865808 1.252558 1.971861 -0.03 -0.07 0.24
H -0.438091 1.725136 3.768604 0.10 -0.23 0.06
H -1.023469 0.348480 4.716615 0.21 0.01 -0.18
H 0.269776 0.119976 3.503379 -0.24 0.35 0.43
O 2.667472 -1.463586 2.737948 1.50 -0.39 1.64
H 2.889245 -2.416177 2.743870 0.29 0.32 0.10
H 2.863572 -1.094143 3.623597 0.35 -0.36 -0.34
```
Forces are in eV/Å.

Net charge = +4
Total energy = -121557.9955 eV
Gap between HOMO and LUMO (alpha / beta) = 6.57 / 5.54 eV
<S²> = 8.83
Highest occupied orbital energy (alpha / beta) = -18.1 / -19.6 eV
Spin multiplicity = 6
LUMO level (alpha / beta) = -0.4242 / -0.5170 hartree